(1)
# C2H3NO2S2

C2H3NO2S2 as an isolated structure in a non-equilibrium geometry (ωB97M-V with the def2-TZVPD basis set, OMol25).

Results
Orbital gap (alpha / beta), eV: 7.86 / 7.86
Largest force on an atom, eV/A: 2.311
ΔE to the lowest compared entry with this formula, charge and spin, kJ/mol: 234.69
Lowest unoccupied orbital energy (alpha / beta), Eh: -0.0772 / -0.0772
Molecular weight, g mol⁻¹: 137.185
Electronic energy, eV: -29375.5454

Last column: natural (NBO) charge in e.
Atoms and positions in Å:
S -1.985 -0.268 -0.010  2.2127
O -3.012 -0.559 0.967  -0.7958
C 1.746 0.033 0.166  -0.6806
H 1.897 -0.976 0.560  0.2511
H 2.052 0.916 0.867  0.2578
O -2.341 -0.492 -1.360  -0.8526
C 0.293 0.256 0.018  0.1590
H 2.260 0.164 -0.852  0.2588
S -0.427 1.635 -0.702  -0.0444
N -0.485 -0.711 0.345  -0.7660

(2)
# C2H3NO3

The molecule C2H3NO3 in a non-equilibrium geometry (ωB97M-V with the def2-TZVPD basis set, OMol25).

Results
Orbital gap, eV: 10.55
Largest force on an atom, eV/A: 5.428
ΔE to the lowest compared entry with this formula, charge and spin, kJ/mol: 458.22
Lowest unoccupied orbital energy, Eh: 0.0184
Molecular weight, g mol⁻¹: 89.050
Structure (SMILES): O=CN(O)C=O
Electronic energy, eV: -9751.3403

Last column: natural (NBO) charge in e.
Atoms and positions in Å:
O -1.874 -0.839 -0.251  -0.4790
H -0.393 -2.099 0.923  0.1611
C -0.166 1.256 -0.109  0.4888
C -0.753 -1.081 0.141  0.5110
H 1.925 -0.356 -0.773  0.4751
O 1.619 -0.127 0.048  -0.5242
N 0.287 -0.051 -0.303  -0.2495
O -1.336 1.622 0.073  -0.5152
H 0.692 1.673 0.250  0.1320

(3)
# C2H3NO3

The molecule C2H3NO3 in a non-equilibrium geometry (ωB97M-V with the def2-TZVPD basis set, OMol25).

Results
Orbital gap, eV: 11.16
Largest force on an atom, eV/A: 1.204
ΔE to the lowest compared entry with this formula, charge and spin, kJ/mol: 255.44
Lowest unoccupied orbital energy, Eh: 0.0278
Molecular weight, g mol⁻¹: 89.050
Structure (SMILES): O=CNOC=O
Electronic energy, eV: -9753.4419

Last column: natural (NBO) charge in e.
Atoms and positions in Å:
C 1.680 0.490 0.003  0.5071
H -2.103 -1.485 -0.021  0.1341
O -0.372 -0.705 0.051  -0.3143
N 0.319 0.511 0.075  -0.3657
O 2.415 -0.470 -0.051  -0.5684
O -2.270 0.552 -0.049  -0.5703
C -1.695 -0.492 -0.018  0.6374
H -0.260 1.350 0.051  0.4220
H 2.033 1.553 -0.076  0.1182

Repeat the first record exactly.
# C2H3NO2S2

C2H3NO2S2 as an isolated structure in a non-equilibrium geometry (ωB97M-V with the def2-TZVPD basis set, OMol25).

Results
Orbital gap (alpha / beta), eV: 7.86 / 7.86
Largest force on an atom, eV/A: 2.311
ΔE to the lowest compared entry with this formula, charge and spin, kJ/mol: 234.69
Lowest unoccupied orbital energy (alpha / beta), Eh: -0.0772 / -0.0772
Molecular weight, g mol⁻¹: 137.185
Electronic energy, eV: -29375.5454

Last column: natural (NBO) charge in e.
Atoms and positions in Å:
S -1.985 -0.268 -0.010  2.2127
O -3.012 -0.559 0.967  -0.7958
C 1.746 0.033 0.166  -0.6806
H 1.897 -0.976 0.560  0.2511
H 2.052 0.916 0.867  0.2578
O -2.341 -0.492 -1.360  -0.8526
C 0.293 0.256 0.018  0.1590
H 2.260 0.164 -0.852  0.2588
S -0.427 1.635 -0.702  -0.0444
N -0.485 -0.711 0.345  -0.7660

Question: electronic energy of number 3 (C2H3NO3)?
Answer: -9753.4419 eV

Question: Which formula does entry 3 have?
Answer: C2H3NO3